Molecular formula: C59H50N9NaO3S3Te
Method: DFT, ωB97M-V/def2-TZVPD

As for the charge: -2. For the HOMO energy, the calculation gives -1.74 eV. The relative energy (zero: lowest compared OMol25 entry of this formula, charge and spin) comes out at 4.9 kcal/mol. The calculated total energy comes out at -125768.1282 eV. Its lowest unoccupied orbital energy is 3.3 eV.

The geometry in XYZ format:
```
126
Properties=species:S:1:pos:R:3:forces:R:3:lowdin_charge:R:1
Na 1.048 -0.253 1.125 0.2 -0.3 0.0 0.3345
C 2.186 -3.674 -1.958 0.0 0.0 0.0 -0.0605
O 1.949 -2.463 -2.707 -0.1 0.0 0.0 -0.0086
C 1.104 -1.719 -1.948 0.0 0.0 0.1 -0.2985
N 0.788 -2.142 -0.799 0.0 0.1 0.0 0.1831
C 1.418 -3.458 -0.633 0.0 0.0 0.0 -0.2648
C 0.408 -4.554 -0.387 0.0 0.0 0.0 -0.2248
C -0.942 -4.384 -0.659 0.0 0.0 0.0 -0.0205
C -1.832 -5.434 -0.466 0.0 0.0 0.0 -0.0963
C -1.385 -6.657 0.011 0.0 0.0 0.0 -0.1069
C -0.036 -6.827 0.297 0.0 0.0 0.0 -0.0894
C 0.852 -5.783 0.093 0.0 0.0 0.0 -0.0662
C 0.536 -0.533 -2.638 0.0 0.0 0.0 -0.1688
C 0.540 -0.534 -4.030 0.0 0.0 0.0 0.0014
C -0.115 0.489 -4.688 0.0 0.0 0.0 -0.0453
C -0.730 1.470 -3.936 0.0 0.0 -0.1 0.0121
C -0.647 1.402 -2.546 0.0 0.1 0.0 -0.1548
N -0.025 0.420 -1.899 0.0 -0.1 0.0 0.2242
C -1.263 2.497 -1.761 -0.1 -0.1 0.2 -0.3308
N -1.363 2.579 -0.505 0.1 0.1 -0.2 0.1920
C -1.911 3.929 -0.253 0.1 -0.1 0.1 -0.2506
C -2.527 4.303 -1.594 -0.1 0.0 0.0 -0.1137
O -1.749 3.523 -2.522 0.0 -0.1 0.0 -0.0295
C -2.800 4.060 0.955 0.1 0.0 0.0 -0.1754
C -3.954 4.831 0.911 0.0 0.0 0.0 -0.0391
C -4.698 5.057 2.062 0.0 0.0 0.0 -0.0832
C -4.272 4.536 3.272 0.0 0.0 0.0 -0.0983
C -3.115 3.768 3.321 0.0 0.0 0.0 -0.1020
C -2.387 3.516 2.169 0.0 0.0 0.0 -0.0224
H 1.780 -4.504 -2.535 0.0 0.0 0.0 0.1253
H 3.260 -3.799 -1.830 0.0 0.1 0.0 0.1249
H 2.090 -3.407 0.222 0.0 -0.1 0.0 0.0772
H -1.303 -3.421 -1.000 0.0 0.0 0.0 0.1138
H -2.885 -5.282 -0.676 0.0 0.0 0.0 0.1019
H -2.085 -7.464 0.189 0.0 0.0 0.0 0.1016
H 0.319 -7.766 0.706 0.0 0.0 0.0 0.1035
H 1.897 -5.905 0.361 0.0 0.0 0.0 0.1195
H 1.032 -1.334 -4.562 0.0 0.0 0.0 0.1127
H -0.153 0.516 -5.769 0.0 0.0 0.0 0.1060
H -1.269 2.285 -4.393 0.0 0.0 0.0 0.1156
H -1.031 4.562 -0.057 0.0 0.0 0.0 0.1554
H -3.566 3.966 -1.657 0.0 0.0 0.0 0.0826
H -2.430 5.351 -1.868 0.0 0.0 0.0 0.1291
H -4.308 5.243 -0.025 0.0 0.0 0.0 0.1021
H -5.619 5.622 1.998 0.0 0.0 0.0 0.0962
H -4.848 4.709 4.174 0.0 0.0 0.0 0.0937
H -2.783 3.356 4.266 0.0 0.0 0.0 0.0963
H -1.508 2.881 2.197 0.0 0.0 0.0 0.1075
N 10.047 4.498 4.778 0.0 0.0 0.0 0.1300
C 9.126 3.958 4.348 0.0 0.0 0.0 -0.1978
C 7.977 3.284 3.807 0.0 0.0 0.0 -0.2461
C 7.459 3.674 2.574 0.0 0.0 0.0 -0.0264
C 6.350 3.025 2.060 0.0 0.0 0.0 -0.0113
C 5.751 1.975 2.754 0.0 0.0 0.0 -0.1723
C 6.282 1.592 3.986 0.0 0.0 0.0 -0.0093
C 7.382 2.242 4.516 0.0 0.0 0.0 -0.0244
C 4.555 1.284 2.196 0.0 0.0 0.0 -0.0551
C 3.465 2.103 1.890 0.0 -0.1 0.0 -0.2814
C 3.248 3.452 2.316 0.0 0.0 0.0 -0.0590
C 2.019 3.821 1.822 0.1 0.0 0.0 -0.0894
C 1.551 2.693 1.088 -0.1 0.1 0.0 -0.1684
N 2.390 1.675 1.134 -0.2 0.1 0.0 0.0453
C 4.642 -0.104 2.051 0.1 0.0 0.0 -0.2751
C 5.861 -0.855 2.121 0.0 0.0 0.0 -0.0701
C 5.514 -2.171 1.959 0.0 0.0 0.0 -0.0992
C 4.095 -2.176 1.823 0.0 0.0 0.0 -0.2027
N 3.568 -0.966 1.856 0.0 0.0 -0.1 0.0893
H 7.927 4.482 2.028 0.0 0.0 0.0 0.1137
H 5.934 3.323 1.107 0.0 0.0 0.0 0.1265
H 5.811 0.780 4.523 0.0 0.0 0.0 0.1290
H 7.784 1.949 5.477 0.0 0.0 0.0 0.1146
H 3.904 4.038 2.943 0.0 0.0 0.0 0.0958
H 1.500 4.756 1.970 0.0 0.0 0.0 0.0786
H 0.618 2.606 0.545 0.0 0.0 0.0 0.0695
H 6.854 -0.450 2.246 0.0 0.0 0.0 0.0955
H 6.163 -3.034 1.957 0.0 0.0 0.0 0.0763
H 3.463 -3.052 1.773 0.0 0.0 0.0 0.0289
O -0.831 0.003 2.314 0.1 -0.1 0.1 -0.0093
C -1.773 -0.523 2.911 -0.2 0.1 -0.2 -0.4526
C -2.621 0.285 3.869 0.1 0.0 0.0 -0.0930
C -4.073 0.471 3.413 0.0 0.0 0.0 -0.1932
C -4.985 -0.713 3.711 0.0 0.0 0.0 -0.2138
C -4.588 -2.001 2.998 0.0 0.0 0.0 -0.1810
C -3.201 -2.498 3.394 0.0 0.1 0.0 -0.1792
N -2.115 -1.805 2.720 0.1 0.0 0.1 0.1058
H -2.121 1.247 3.953 0.0 0.0 0.0 0.0885
H -2.586 -0.193 4.856 0.0 0.0 0.0 0.1217
H -4.093 0.690 2.340 0.0 0.0 0.0 0.0701
H -4.478 1.358 3.908 0.0 0.0 0.0 0.0980
H -6.009 -0.444 3.436 0.0 0.0 0.0 0.1036
H -4.990 -0.901 4.794 0.0 0.0 0.0 0.1078
H -4.621 -1.845 1.916 0.0 0.0 0.0 0.1146
H -5.312 -2.786 3.241 0.0 0.0 0.0 0.1028
H -3.077 -3.546 3.146 0.0 0.0 0.0 0.0733
H -3.078 -2.432 4.482 0.0 0.0 0.0 0.1226
H -1.425 -2.367 2.234 0.0 -0.1 0.0 0.0811
Te -5.088 1.183 -0.791 0.0 0.0 -0.1 0.4543
C -6.419 2.800 -0.527 -0.1 0.0 0.1 -0.7583
C -6.529 3.846 -1.452 0.0 0.0 -0.1 -0.2050
C -7.366 4.934 -1.237 0.0 0.0 0.0 -0.1320
C -8.136 5.017 -0.084 0.0 0.0 0.0 -0.1442
C -8.054 3.983 0.845 0.0 0.0 0.0 -0.1347
C -7.215 2.901 0.625 0.0 0.0 0.0 -0.1897
H -5.944 3.795 -2.364 0.0 0.0 0.0 0.0727
H -7.419 5.722 -1.981 0.0 0.0 0.0 0.0856
H -8.789 5.865 0.087 0.0 0.0 0.0 0.0793
H -8.645 4.023 1.754 0.0 0.0 0.0 0.0880
H -7.155 2.110 1.363 0.0 0.0 0.0 0.0726
S -0.695 -8.827 4.452 0.0 -0.1 0.0 0.4811
C -0.594 -7.222 3.993 0.1 0.1 0.0 -1.1274
S 0.906 -6.363 3.856 -0.1 0.0 0.0 0.9355
C 0.088 -4.924 3.233 0.0 -0.2 -0.2 -1.1457
N -1.202 -5.101 3.179 0.0 0.0 0.0 0.0089
N -1.567 -6.366 3.629 0.0 0.0 0.0 -0.1468
C -2.964 -6.635 3.573 0.0 0.0 0.0 -0.2024
C -3.700 -6.089 2.526 0.0 0.0 0.0 -0.0340
C -5.069 -6.294 2.466 0.0 0.0 0.0 -0.0808
C -5.709 -7.042 3.444 0.0 0.0 0.0 -0.1058
C -4.969 -7.577 4.489 0.0 0.0 0.0 -0.0909
C -3.598 -7.374 4.563 0.0 0.0 0.0 -0.0491
S 0.963 -3.573 2.716 0.0 0.1 0.4 0.5851
H -3.187 -5.499 1.781 0.0 0.0 0.0 0.0843
H -5.635 -5.858 1.653 0.0 0.0 0.0 0.1034
H -6.779 -7.199 3.397 0.0 0.0 0.0 0.0934
H -5.460 -8.152 5.264 0.0 0.0 0.0 0.0967
H -3.020 -7.785 5.375 0.0 0.0 0.0 0.0707
```
Forces are in eV/Å.